86
Properties=species:S:1:pos:R:3 method="wB97M-V/def2-TZVPD" total_charge=+1 multiplicity=2 gap_ev="5.6 / 5.6" total_energy_ev=-114659.2511 e_above_lowest_ev=1.316
Co 1.093 1.857 -0.832
O -0.132 3.954 -3.595
C 0.135 3.639 -2.383
O 1.289 3.419 -1.967
C -0.959 3.468 -1.393
C -2.268 3.889 -1.449
C -3.112 3.523 -0.392
C -2.600 2.878 0.706
C -1.229 2.566 0.745
N -0.461 2.789 -0.352
C -0.477 2.136 1.892
O -1.181 1.781 2.979
O 0.757 2.099 1.907
H 0.620 3.502 -4.165
H -2.622 4.481 -2.277
H -4.161 3.773 -0.442
H -3.210 2.629 1.562
H -0.568 1.446 3.648
N 2.986 1.110 -0.987
C 3.146 0.309 0.226
C 4.344 -0.653 0.215
C 5.685 0.009 0.588
C 6.019 0.032 2.096
N 4.934 0.399 2.996
C 4.349 1.586 3.075
N 3.245 1.728 3.816
N 4.876 2.655 2.478
C 1.798 -0.376 0.545
O 1.741 -1.227 1.419
O 0.794 0.087 -0.114
H 2.927 0.551 -1.854
H 3.784 1.723 -1.136
H 3.237 1.010 1.055
H 4.429 -1.048 -0.799
H 4.122 -1.481 0.891
H 5.701 1.016 0.162
H 6.497 -0.550 0.121
H 6.873 0.691 2.273
H 6.316 -0.973 2.393
H 4.412 -0.378 3.374
H 2.847 0.879 4.189
H 2.528 2.366 3.474
H 5.742 2.605 1.971
H 4.450 3.557 2.606
C 0.477 -0.002 -5.139
S 1.308 1.053 -3.959
O 1.446 2.346 -4.642
O 2.578 0.416 -3.651
O 0.411 1.106 -2.776
H 1.071 0.011 -6.046
H -0.507 0.419 -5.307
H 0.424 -1.002 -4.725
C -0.547 -5.756 -0.171
C 0.120 -4.747 -0.847
C -0.053 -3.424 -0.467
C -0.923 -3.107 0.565
C -1.553 -4.120 1.275
C -1.363 -5.444 0.905
Sb -1.390 -1.044 1.024
C -2.331 -0.563 -0.863
C -1.748 -0.913 -2.071
C -2.419 -0.682 -3.262
C -3.663 -0.075 -3.257
C -4.242 0.295 -2.054
C -3.581 0.047 -0.860
C -3.353 -1.423 1.994
C -4.257 -2.257 1.348
C -5.505 -2.484 1.910
C -5.850 -1.876 3.109
C -4.947 -1.047 3.752
C -3.693 -0.822 3.194
H -0.424 -6.785 -0.477
H 0.773 -4.988 -1.675
H 0.501 -2.642 -0.969
H -2.199 -3.881 2.109
H -1.858 -6.232 1.454
H -0.767 -1.361 -2.091
H -1.971 -0.985 -4.198
H -4.180 0.109 -4.189
H -5.215 0.769 -2.044
H -4.051 0.317 0.078
H -3.992 -2.724 0.407
H -6.200 -3.150 1.417
H -6.822 -2.058 3.546
H -5.214 -0.571 4.686
H -2.986 -0.179 3.704

9
Properties=species:S:1:pos:R:3 method="wB97M-V/def2-TZVPD" total_charge=+2 gap_ev="6.8 / 6.8" total_energy_ev=-27931.0645 e_above_lowest_ev=2.625
C 0.810 -0.753 -1.424
C 0.281 -0.302 -0.196
H 1.330 -0.050 -2.101
H 1.023 -1.814 -1.650
H -0.344 -0.558 -1.575
O -0.375 2.487 1.178
C -0.865 1.683 1.936
Sc -0.713 -1.330 1.442
O -1.147 0.638 2.390

69
Properties=species:S:1:pos:R:3 method="wB97M-V/def2-TZVPD" gap_ev=7.6 total_energy_ev=-53042.9743 e_above_lowest_ev=4.361 smiles="COc1ccc([N+](=O)[O-])cc1N(C[C@@H](O)CN(CC(C)C)CC(C)C)S(=O)(=O)c1ccccc1"
C -1.236 -1.473 3.387
O -1.400 -1.062 2.045
C -2.422 -1.554 1.328
C -3.172 -2.678 1.663
C -4.144 -3.152 0.804
C -4.379 -2.494 -0.396
N -5.381 -2.984 -1.295
O -5.539 -2.390 -2.344
O -6.015 -3.963 -0.960
C -3.672 -1.341 -0.731
C -2.698 -0.863 0.122
N -1.997 0.315 -0.117
C -1.429 0.621 -1.413
C 0.115 0.716 -1.383
O 0.546 1.936 -0.843
C 0.709 -0.521 -0.661
N 2.145 -0.551 -0.518
C 2.862 -0.452 -1.776
C 4.187 -1.242 -1.781
C 4.366 -1.968 -3.115
C 5.395 -0.340 -1.532
C 2.666 0.264 0.570
C 3.466 -0.570 1.586
C 4.016 0.342 2.679
C 2.573 -1.652 2.183
S -2.012 1.476 1.101
O -0.680 1.735 1.583
O -3.008 1.088 2.052
C -2.611 2.914 0.219
C -1.806 4.012 -0.011
C -2.331 5.096 -0.697
C -3.644 5.068 -1.139
C -4.444 3.961 -0.896
C -3.925 2.876 -0.211
H -2.168 -1.358 3.946
H -0.484 -0.806 3.803
H -0.884 -2.508 3.444
H -2.984 -3.202 2.586
H -4.721 -4.031 1.046
H -3.908 -0.831 -1.653
H -1.826 1.576 -1.776
H -1.723 -0.168 -2.107
H 0.456 0.738 -2.425
H 0.327 1.935 0.106
H 0.398 -1.410 -1.222
H 0.272 -0.579 0.338
H 2.213 -0.879 -2.544
H 3.060 0.596 -2.052
H 4.126 -1.992 -0.988
H 4.377 -1.254 -3.936
H 5.306 -2.516 -3.127
H 3.557 -2.675 -3.282
H 6.308 -0.931 -1.493
H 5.493 0.385 -2.338
H 5.299 0.200 -0.595
H 3.293 1.075 0.179
H 1.840 0.728 1.115
H 4.304 -1.054 1.078
H 4.578 -0.233 3.411
H 4.676 1.097 2.257
H 3.201 0.850 3.192
H 2.175 -2.280 1.390
H 3.133 -2.275 2.878
H 1.741 -1.198 2.716
H -0.787 4.008 0.340
H -1.713 5.960 -0.887
H -4.049 5.914 -1.674
H -5.467 3.945 -1.238
H -4.521 2.003 0.006

10
Properties=species:S:1:pos:R:3 method="wB97M-V/def2-TZVPD" gap_ev="8.4 / 8.4" total_energy_ev=-75741.1843 e_above_lowest_ev=3.175
C -0.841 -1.377 -1.257
C -0.731 -0.259 -0.529
C -2.126 -0.049 -1.070
C 0.107 0.443 0.505
N -2.248 -1.100 -1.798
Br -3.645 1.201 -1.166
H -0.414 -2.314 -1.511
H 1.164 0.237 0.109
H 0.125 0.193 1.668
H -0.106 1.481 0.406

65
Properties=species:S:1:pos:R:3 method="wB97M-V/def2-TZVPD" gap_ev="6.7 / 6.7" total_energy_ev=-110198.1774 e_above_lowest_ev=0.000
Pd 0.941 -0.878 0.406
N 3.134 -1.634 -0.365
C 4.285 -1.580 0.477
C 5.304 -2.501 0.238
C 6.451 -2.535 1.007
C 6.593 -1.620 2.038
C 5.578 -0.714 2.285
C 4.397 -0.658 1.530
C 3.328 0.277 2.023
C 3.723 1.442 2.689
C 2.835 2.166 3.470
C 1.542 1.692 3.640
C 1.134 0.574 2.922
C 1.974 -0.111 2.031
H 3.124 -2.483 -0.915
H 3.085 -0.846 -0.998
H 5.185 -3.199 -0.583
H 7.222 -3.266 0.801
H 7.475 -1.626 2.664
H 5.674 -0.053 3.135
H 4.749 1.780 2.610
H 3.163 3.069 3.970
H 0.854 2.201 4.305
H 0.115 0.220 3.055
C 1.384 2.601 0.200
P 0.580 1.132 -0.495
C 1.022 1.239 -2.254
C -1.173 1.597 -0.410
C -1.994 1.674 -1.529
C -3.333 2.014 -1.393
C -3.861 2.275 -0.139
C -3.050 2.189 0.985
C -1.716 1.845 0.852
H 1.185 2.655 1.268
H 0.996 3.491 -0.296
H 2.463 2.537 0.065
H 0.644 2.167 -2.685
H 0.624 0.375 -2.782
H 2.110 1.232 -2.344
H -1.602 1.459 -2.515
H -3.965 2.058 -2.270
H -4.907 2.532 -0.035
H -3.460 2.382 1.968
H -1.090 1.761 1.733
C -6.343 -0.857 -1.537
C -4.863 -1.126 -1.496
C -4.114 -1.222 -2.658
C -2.742 -1.458 -2.633
C -2.001 -1.548 -3.939
C -2.098 -1.608 -1.399
Se -0.229 -2.041 -1.388
C -2.839 -1.519 -0.208
C -2.206 -1.689 1.143
C -4.205 -1.280 -0.283
H -6.693 -0.731 -2.561
H -6.592 0.049 -0.980
H -6.905 -1.678 -1.088
H -4.607 -1.108 -3.618
H -2.673 -1.341 -4.773
H -1.565 -2.538 -4.083
H -1.170 -0.840 -3.974
H -1.417 -0.948 1.302
H -1.744 -2.674 1.237
H -2.948 -1.569 1.932
H -4.772 -1.207 0.641

66
Properties=species:S:1:pos:R:3 method="wB97M-V/def2-TZVPD" total_charge=+2 gap_ev="5.6 / 5.6" total_energy_ev=-72505.7793 e_above_lowest_ev=0.116
Os -0.134 -0.123 -0.147
Cl 6.394 0.873 1.485
C 4.964 0.359 0.706
C 3.754 0.766 1.199
C 2.574 0.346 0.560
N 1.293 0.635 0.949
C 0.945 1.334 2.122
O 1.694 1.843 2.905
C -0.553 1.366 2.322
C -1.068 1.971 3.451
C -2.440 1.958 3.653
C -3.249 1.332 2.715
C -2.662 0.754 1.603
N -1.337 0.771 1.394
C 2.652 -0.508 -0.594
C 3.906 -0.912 -1.081
C 5.041 -0.484 -0.443
Cl 6.561 -0.974 -1.040
N 1.434 -0.869 -1.097
C 1.208 -1.771 -2.143
O 2.041 -2.351 -2.784
C -0.270 -1.936 -2.418
C -0.670 -2.747 -3.462
C -2.025 -2.872 -3.731
C -2.932 -2.181 -2.943
C -2.459 -1.395 -1.908
N -1.155 -1.268 -1.639
H 3.718 1.402 2.068
H -0.383 2.432 4.150
H -2.873 2.424 4.528
H -4.322 1.290 2.835
H -3.259 0.266 0.843
H 3.984 -1.552 -1.945
H 0.087 -3.256 -4.043
H -2.367 -3.497 -4.545
H -3.996 -2.247 -3.122
H -3.136 -0.839 -1.273
N -0.330 -1.927 1.033
C 0.683 -2.110 2.075
C 1.917 -2.638 1.731
C 2.893 -2.750 2.711
C 2.635 -2.333 4.010
C 1.388 -1.821 4.340
C 0.401 -1.709 3.370
H -1.239 -1.870 1.487
H -0.359 -2.770 0.461
H 2.116 -2.977 0.721
H 3.857 -3.171 2.458
H 3.400 -2.424 4.768
H 1.176 -1.520 5.357
H -0.581 -1.328 3.630
C -2.219 4.733 -1.629
C -1.405 3.513 -1.873
C -0.695 3.089 -2.977
C -0.098 1.876 -2.632
N -0.427 1.554 -1.366
N -1.233 2.566 -0.937
C 0.774 1.066 -3.529
H -2.227 5.355 -2.520
H -1.805 5.321 -0.810
H -3.250 4.476 -1.383
H -0.602 3.602 -3.918
H -1.526 2.601 0.024
H 1.171 1.714 -4.307
H 0.209 0.275 -4.027
H 1.615 0.626 -3.004

38
Properties=species:S:1:pos:R:3 method="wB97M-V/def2-TZVPD" total_charge=-1 gap_ev=8.6 total_energy_ev=-70964.0079
C 1.656 -2.305 -0.178
C 2.162 -1.012 -0.481
C 2.941 0.312 -1.094
Ga 1.522 1.416 -2.115
F 2.215 2.179 -3.753
O -0.131 0.452 -2.406
C -1.056 1.053 -1.431
C -2.578 0.441 -1.449
C -3.452 1.369 -0.366
C -2.710 -1.105 -0.918
C -2.032 -2.237 -1.889
C -2.183 -1.314 0.642
H 1.155 -3.387 -0.125
H 3.365 0.933 -0.180
H 3.821 0.040 -1.835
H 1.146 2.691 -1.174
H -1.159 2.201 -1.743
H -0.623 1.084 -0.319
H -3.105 0.560 -2.494
H -4.444 0.819 -0.032
H -2.726 1.518 0.567
H -3.625 2.419 -0.851
H -3.879 -1.346 -0.885
H -2.747 -2.480 -2.806
H -0.926 -2.026 -2.207
H -1.999 -3.244 -1.251
H -3.027 -0.868 1.352
H -1.140 -0.782 0.802
H -2.146 -2.481 0.852
C 2.625 1.440 3.054
C 3.308 0.126 3.371
O 2.435 -0.956 3.081
H 1.704 1.546 3.636
H 3.283 2.285 3.276
H 2.341 1.484 1.997
H 3.570 0.077 4.432
H 4.223 0.007 2.783
H 2.215 -0.909 2.135

76
Properties=species:S:1:pos:R:3 method="wB97M-V/def2-TZVPD" total_charge=-1 multiplicity=2 gap_ev="7.6 / 7.5" total_energy_ev=-95187.5338 e_above_lowest_ev=0.440
Cr 0.346 -0.282 0.239
C 5.320 -2.971 3.499
C 3.918 -2.428 3.532
C 3.693 -1.062 3.375
C 2.411 -0.541 3.401
C 1.339 -1.405 3.603
C 1.538 -2.764 3.771
C 2.830 -3.269 3.727
S -0.290 -0.739 3.692
O -0.219 0.521 4.394
O -1.164 -1.744 4.255
N -0.620 -0.534 2.126
C -1.718 0.194 1.759
C -2.735 0.769 2.540
C -3.720 1.465 1.880
C -3.699 1.605 0.487
C -2.658 1.027 -0.201
N -1.712 0.327 0.423
H 5.938 -2.400 2.809
H 5.334 -4.016 3.187
H 5.784 -2.915 4.487
H 4.530 -0.400 3.194
H 2.239 0.518 3.258
H 0.683 -3.408 3.927
H 2.994 -4.334 3.847
H -2.731 0.668 3.614
H -4.520 1.916 2.454
H -4.462 2.159 -0.041
H -2.564 1.110 -1.276
C 4.697 -0.372 -0.070
C 4.977 -1.736 -0.016
C 3.933 -2.628 0.121
C 2.619 -2.148 0.194
C 2.314 -0.786 0.143
C 3.397 0.093 0.014
C 1.464 -3.032 0.323
C 1.601 -4.425 0.608
C 0.497 -5.193 0.736
C -0.784 -4.622 0.528
C -1.965 -5.393 0.593
C -3.181 -4.825 0.343
C -3.248 -3.460 0.002
C -2.119 -2.691 -0.053
C -0.855 -3.249 0.230
N 0.277 -2.459 0.187
H 5.511 0.337 -0.174
H 5.996 -2.093 -0.087
H 4.147 -3.688 0.153
H 3.239 1.163 0.000
H 2.587 -4.834 0.760
H 0.572 -6.245 0.985
H -1.881 -6.444 0.839
H -4.086 -5.416 0.392
H -4.205 -3.007 -0.223
H -2.180 -1.651 -0.326
C 0.102 4.771 0.295
C 0.581 3.502 -0.405
C 1.586 3.818 -1.510
O -0.538 2.821 -0.957
C 1.285 2.605 0.634
O 2.201 3.084 1.278
O 0.848 1.399 0.812
H -0.308 5.463 -0.445
H 0.923 5.256 0.820
H -0.682 4.522 1.011
H 1.145 4.527 -2.216
H 1.849 2.908 -2.053
H 2.490 4.256 -1.090
H -0.835 3.328 -1.723
N 0.419 -0.075 -1.722
C 0.268 0.087 -2.861
C 0.062 0.276 -4.213
C 0.819 -0.453 -5.161
N 1.435 -1.048 -5.933
C -0.874 1.257 -4.612
N -1.648 2.052 -4.931